Formula: C5H39N2O14
Source: OMol25
Level of theory: wB97M-V/def2-TZVPD

```
60
Properties=species:S:1:pos:R:3:lowdin_charge:R:1
C -0.3094 -0.1026 -2.2884 -0.19
N 0.4324 0.2346 -3.5396 0.00
C -0.0155 0.8286 -1.1180 -0.35
C -1.2443 1.6901 -0.7158 -0.20
C -1.5002 2.8250 -1.7173 -0.09
N 0.4094 0.0583 0.0433 -0.04
C 1.8575 -0.3542 0.1362 -0.35
O 2.4005 0.3302 1.1986 -0.31
H -1.3259 0.1373 -2.6390 0.10
H -0.2666 -1.1661 -2.0813 0.11
H 0.8727 1.1393 -3.4564 0.05
H 1.1264 -0.4620 -3.7724 0.05
H 0.7156 1.6307 -1.3152 0.12
H -2.1274 1.0513 -0.7463 0.07
H -0.9065 2.2038 0.1890 0.12
H -2.0574 3.6052 -1.1886 0.08
H -0.5945 3.3044 -2.0924 0.06
H -2.0835 2.5380 -2.5947 0.07
H 0.4254 0.6074 0.9015 0.08
H 2.3529 -0.0083 -0.7885 0.12
H 1.9137 -1.4304 0.3046 0.08
H -0.0699 -1.7697 0.8735 0.01
H 0.5022 -2.9684 1.7688 0.06
O -0.0279 -2.7332 1.0022 -0.06
H 5.0128 0.1413 -0.2713 0.02
H 4.0360 0.8769 0.6384 -0.01
O 4.7829 1.0337 0.0098 -0.09
H -3.8323 -2.4204 -1.0387 -0.01
H -4.3769 -1.9651 -2.3249 0.02
O -3.8485 -2.6882 -1.9678 -0.08
H 0.6975 -3.6132 -0.7176 0.00
H 0.0227 -3.9579 -1.9435 0.04
O 0.9241 -3.9806 -1.5912 -0.07
H -2.4416 -2.0882 1.8214 0.02
H -2.1921 -2.7951 0.5615 0.02
O -2.9198 -2.6711 1.1851 -0.08
H 3.4499 3.0299 1.1465 0.02
H 2.4252 1.7833 1.1278 -0.02
O 2.5105 2.8302 1.0939 -0.14
H 3.0919 -3.4015 -0.8005 0.01
H 3.7696 -1.9639 -0.9829 0.00
O 3.9076 -2.9029 -0.8888 -0.05
H -3.9002 1.0039 -1.2344 0.02
H -4.3910 0.0096 -0.0930 0.00
O -4.1242 0.0927 -1.0354 -0.08
H -4.5046 -1.0917 1.5281 0.03
H -3.5107 -0.1062 1.9954 0.01
O -4.4332 -0.1334 1.6479 -0.08
H 2.7912 -0.0372 3.2076 0.03
H 2.3643 -1.2336 3.9124 0.04
O 2.4376 -0.2865 4.0843 -0.07
H 0.8564 0.7923 3.8852 0.02
H 0.0967 1.6649 2.9409 0.05
O -0.0557 1.0238 3.6455 -0.06
H 1.5402 3.5576 -1.3398 -0.02
H 2.2187 4.2472 -0.1475 0.00
O 1.7753 4.4200 -1.0004 -0.09
H -1.4004 -0.0217 3.0152 0.06
H -1.4208 -0.0201 1.3771 0.03
O -1.8393 -0.3180 2.1898 -0.07
```

The net charge is -1. The LUMO energy is 0.087 Ha. The HOMO energy is -6.30 eV. Its spin multiplicity is 1. For the gap between HOMO and LUMO, the calculation gives 8.7 eV.

***

Formula: C42H42N9O4SSbY
Source: OMol25
Level of theory: wB97M-V/def2-TZVPD

```
100
Properties=species:S:1:pos:R:3:lowdin_charge:R:1
Y 0.7866 0.6317 -0.8003 1.34
O 2.1318 4.2585 0.7610 0.05
C 1.6409 3.1390 0.8560 -0.57
O 0.6532 2.6872 0.1642 -0.21
C 2.1775 2.0812 1.8048 -0.16
C 2.8185 2.2478 3.0106 0.03
C 3.0069 1.1154 3.8071 -0.01
C 2.5264 -0.1244 3.4013 0.03
C 1.9112 -0.2021 2.1658 -0.18
N 1.8034 0.8652 1.3948 0.06
C 1.2141 -1.4255 1.5773 -0.59
O 1.3250 -2.4998 2.1198 0.10
O 0.5467 -1.1366 0.4927 -0.25
H 3.1297 3.2329 3.3338 0.13
H 3.4935 1.2149 4.7697 0.12
H 2.5977 -1.0052 4.0261 0.13
C 4.2772 3.7270 -1.7715 0.01
C 3.3652 2.5544 -1.9733 -0.24
N 2.1004 2.6258 -2.0865 0.00
N 1.4828 3.8459 -2.0669 0.00
C 0.1246 3.7942 -2.2454 -0.84
N -0.5034 4.9369 -2.0179 0.15
S -0.6964 2.4120 -2.7495 0.64
C 3.8798 1.1781 -2.2024 -0.21
C 5.1866 0.9590 -2.5936 0.01
C 5.5613 -0.3089 -3.0264 -0.03
C 4.6133 -1.3080 -3.0501 -0.03
C 3.3400 -1.0201 -2.5878 -0.14
N 2.9721 0.1863 -2.1625 0.04
H 3.8512 4.4242 -1.0520 0.07
H 4.4251 4.2600 -2.7145 0.11
H 5.2467 3.4156 -1.3909 0.08
H 1.7923 4.4791 -1.3221 0.12
H -0.0204 5.7555 -1.6837 0.13
H -1.5068 4.9535 -2.0962 0.11
H 5.8973 1.7730 -2.6085 0.11
H 6.5746 -0.4974 -3.3576 0.12
H 4.8474 -2.3051 -3.3979 0.12
H 2.5771 -1.7901 -2.5610 0.08
N 2.5502 -6.6970 0.1352 0.17
C 3.0353 -5.6688 0.3020 -0.17
C 3.6336 -4.3718 0.4855 -0.19
C 4.7783 -4.1948 1.2533 0.00
C 5.2889 -2.9177 1.3943 -0.04
C 4.6382 -1.8703 0.7650 -0.12
N 3.5362 -2.0290 0.0276 0.07
C 3.0508 -3.2582 -0.1019 -0.10
H 5.2514 -5.0448 1.7274 0.13
H 6.1755 -2.7368 1.9877 0.11
H 5.0110 -0.8541 0.8582 0.11
H 2.1433 -3.3645 -0.6876 0.11
N 0.2547 -2.1767 -2.3634 0.00
N -0.0082 -0.7914 -2.6500 -0.14
H -0.2702 -2.7724 -2.9971 0.08
H -0.0919 -2.3613 -1.4236 0.04
H -0.9849 -0.6362 -2.9071 0.05
H 0.5545 -0.5085 -3.4504 0.08
C -3.0293 3.3307 0.3374 -0.08
C -4.1975 2.5875 -0.2751 -0.30
C -5.3675 3.2638 -0.6112 -0.05
C -6.4674 2.5936 -1.1290 -0.07
C -6.4228 1.2173 -1.3067 -0.08
C -5.2662 0.5226 -0.9728 -0.13
C -4.1532 1.2000 -0.4716 -0.32
Sb -2.3537 0.1869 0.0765 1.57
C -2.5501 0.2027 2.2054 -0.33
C -1.5099 0.8482 2.8771 -0.14
C -1.5188 0.9586 4.2604 -0.08
C -2.5815 0.4164 4.9740 -0.07
C -3.6217 -0.2134 4.3026 -0.04
C -3.6311 -0.3293 2.9156 -0.29
C -4.7919 -0.9940 2.2146 -0.04
C -2.6847 -1.7642 -0.7605 -0.34
C -3.0854 -1.7329 -2.1043 -0.19
C -3.1167 -2.8838 -2.8754 -0.09
C -2.7238 -4.0896 -2.3075 -0.08
C -2.3236 -4.1303 -0.9806 -0.04
C -2.3015 -2.9828 -0.1762 -0.30
C -1.8763 -3.1334 1.2650 -0.04
H -3.1774 4.4095 0.2780 0.08
H -2.0838 3.0842 -0.1577 0.01
H -2.9196 3.0711 1.3949 0.08
H -5.4198 4.3369 -0.4572 0.11
H -7.3633 3.1459 -1.3847 0.11
H -7.2826 0.6840 -1.6928 0.11
H -5.2438 -0.5519 -1.0861 0.09
H -0.6933 1.2809 2.3067 0.07
H -0.7085 1.4616 4.7743 0.10
H -2.6019 0.4854 6.0544 0.11
H -4.4480 -0.6288 4.8707 0.12
H -5.3077 -1.6912 2.8747 0.09
H -4.4620 -1.5387 1.3306 0.05
H -5.5198 -0.2468 1.8867 0.09
H -3.3913 -0.7911 -2.5532 0.09
H -3.4486 -2.8408 -3.9062 0.11
H -2.7398 -4.9999 -2.8958 0.11
H -2.0172 -5.0737 -0.5411 0.12
H -0.9708 -3.7367 1.3431 0.08
H -2.6574 -3.6341 1.8427 0.10
H -1.6661 -2.1769 1.7384 0.04
```

The net charge is +1. The LUMO energy is -0.112 Ha. The HOMO energy is -10.57 eV. Its spin multiplicity is 1. For the gap between HOMO and LUMO, the calculation gives 7.5 eV.

***

Formula: C13H17N3O
Source: OMol25
Level of theory: wB97M-V/def2-TZVPD

```
34
Properties=species:S:1:pos:R:3:lowdin_charge:R:1
C 0.0423 1.6508 -3.7876 -0.08
C 1.0590 0.5799 -3.4013 -0.36
C 2.1308 1.1677 -2.4685 -0.17
C 2.6238 0.1345 -1.4597 -0.19
C 1.4810 -0.2263 -0.5151 -0.13
C 0.2039 -0.4258 -1.2674 -0.28
N -0.9804 -0.4090 -0.8065 0.11
N -1.2353 -0.2800 0.5418 0.06
C -0.7017 -1.0244 1.5482 -0.43
O 0.1750 -1.8549 1.3960 0.07
C -1.3094 -0.7458 2.8863 -0.13
C -1.8351 0.4916 3.2493 -0.02
C -2.3434 0.6374 4.5310 -0.14
N -2.3603 -0.3342 5.4263 0.06
C -1.8503 -1.5051 5.0847 -0.13
C -1.3080 -1.7631 3.8364 0.00
C 0.3471 -0.6178 -2.7414 -0.11
H -0.5287 1.9579 -2.9141 0.08
H -0.6517 1.2718 -4.5342 0.08
H 0.5464 2.5226 -4.1994 0.08
H 1.5415 0.2175 -4.3151 0.13
H 1.7057 2.0095 -1.9158 0.12
H 2.9649 1.5502 -3.0590 0.11
H 3.4592 0.5379 -0.8847 0.11
H 2.9823 -0.7530 -1.9839 0.11
H 1.3288 0.5721 0.2205 0.13
H 1.7093 -1.1310 0.0574 0.11
H -2.1429 0.1400 0.6970 0.14
H -1.8292 1.3303 2.5692 0.11
H -2.7586 1.5815 4.8593 0.11
H -1.8781 -2.2682 5.8512 0.11
H -0.8878 -2.7243 3.5853 0.12
H 0.9357 -1.5242 -2.8990 0.13
H -0.6358 -0.7661 -3.1873 0.12
```

The net charge is 0. As for the SMILES: C[C@H]1CCC/C(=N\NC(=O)c2ccncc2)C1. The LUMO energy is 0.011 Ha. The HOMO energy is -9.08 eV. Its spin multiplicity is 1. For the gap between HOMO and LUMO, the calculation gives 9.4 eV.

***

Formula: C5H12N2O
Source: OMol25
Level of theory: wB97M-V/def2-TZVPD

```
20
Properties=species:S:1:pos:R:3:lowdin_charge:R:1
C -3.5820 0.1305 -0.4212 -0.38
N -2.9352 0.4845 0.7012 0.13
C -1.6601 -0.0507 0.8292 -0.32
C -0.7444 0.9007 0.0490 -0.07
C 2.8080 0.7227 0.1651 -0.11
C 3.4057 -0.0657 -0.7337 -0.07
N 0.9143 -1.4373 0.2930 0.08
O -3.3469 -0.8160 -1.1728 0.03
H -4.4186 0.8208 -0.6766 0.13
H -1.4498 -0.9650 0.2216 0.11
H -1.3176 -0.3003 1.8361 0.11
H -1.0310 0.8686 -1.0099 0.09
H 0.3365 0.5427 0.1737 0.05
H -0.7619 1.9770 0.3001 0.08
H 2.7437 1.8151 0.1346 0.06
H 0.9839 -2.0815 1.0849 0.01
H 4.2028 0.2942 -1.3761 0.05
H 2.9632 -1.0518 -0.6946 0.02
H 2.1622 0.1831 0.8549 0.00
H 0.7272 -1.9717 -0.5584 0.01
```

The net charge is 0. The LUMO energy is -0.154 Ha. The HOMO energy is -8.58 eV. Its spin multiplicity is 1. For the gap between HOMO and LUMO, the calculation gives 4.4 eV.

***

Formula: C4H8N2O
Source: OMol25
Level of theory: wB97M-V/def2-TZVPD

```
15
Properties=species:S:1:pos:R:3:lowdin_charge:R:1
N -0.9824 -0.7301 1.5702 0.14
C -1.1862 -0.1685 0.4910 -0.21
C -1.2131 0.6699 -0.5268 -0.22
N -1.7998 1.9536 -0.4321 0.02
H -1.5889 -1.5290 1.7531 0.08
H -0.7936 0.4059 -1.4903 0.10
H -2.5841 2.0627 -1.0637 0.07
H -2.0903 2.1623 0.5149 0.08
C 2.0687 -0.4835 0.4148 -0.05
C 1.3367 -0.9301 -0.8201 -0.35
O 0.5333 -1.8326 -0.8436 0.01
H 1.3494 -0.3355 1.2277 0.06
H 2.6375 0.4317 0.2353 0.07
H 2.7531 -1.2801 0.7266 0.09
H 1.5597 -0.3968 -1.7569 0.11
```

The net charge is 0. As for the SMILES: N=C=CN.CC=O. The LUMO energy is 0.034 Ha. The HOMO energy is -8.11 eV. Its spin multiplicity is 1. For the gap between HOMO and LUMO, the calculation gives 9.0 eV.

***

Formula: C5H12N2O
Source: OMol25
Level of theory: wB97M-V/def2-TZVPD

```
20
Properties=species:S:1:pos:R:3:lowdin_charge:R:1
C -1.3800 -1.3676 1.1345 -0.09
C -1.2862 -0.1112 0.2685 -0.24
N 0.0347 0.4762 0.3746 -0.26
C 0.5113 0.9844 1.6474 -0.08
C 0.4522 1.1775 -0.8245 -0.12
C 0.8120 0.2340 -1.9757 -0.54
N 1.5336 -0.8895 -1.7768 0.17
O 0.5513 0.6064 -3.1107 0.03
H -2.2058 -2.0202 0.8431 0.07
H -1.3942 -1.1744 2.2072 0.07
H -0.4979 -1.9818 0.9435 0.07
H -1.3215 -0.4811 -0.7463 0.11
H -2.0669 0.6014 0.5557 0.12
H -0.1803 1.7174 2.0835 0.09
H 0.6965 0.1438 2.3081 0.07
H 1.4814 1.4381 1.4674 0.08
H 1.3409 1.7596 -0.6266 0.12
H -0.3484 1.7586 -1.2900 0.12
H 1.6592 -1.4861 -2.5785 0.11
H 1.6080 -1.3856 -0.9043 0.09
```

The net charge is 0. As for the SMILES: CCN(C)CC(N)=O. The LUMO energy is 0.031 Ha. The HOMO energy is -8.42 eV. Its spin multiplicity is 1. For the gap between HOMO and LUMO, the calculation gives 9.3 eV.